[1]
A molecular structure, C34H26BaN4P2 in a non-equilibrium geometry. Source: the OMol25 dataset; level of theory: ωB97M-V with the def2-TZVPD basis set.

Properties
- LUMO level (eV) = -0.310
- frontier orbital gap (eV) = 7.41
- E_HOMO (eV) = -7.72

Structure (XYZ):
```
67
C34H26BaN4P2, DFT ωB97M-V with the def2-TZVPD basis set
Ba -1.37 1.15 -1.13
C 0.50 -2.06 -0.25
P -0.33 -1.73 -1.88
C 0.98 -1.93 -3.13
C 0.63 -1.72 -4.47
C 1.56 -1.83 -5.48
C 2.89 -2.12 -5.18
C 3.26 -2.31 -3.85
C 2.31 -2.22 -2.84
C -1.38 -3.22 -2.11
C -2.42 -3.39 -1.19
C -3.31 -4.46 -1.30
C -3.16 -5.36 -2.35
C -2.14 -5.20 -3.27
C -1.25 -4.14 -3.15
C 1.00 -0.76 0.33
C 2.23 -0.39 0.84
C 2.10 0.97 1.27
C 0.81 1.34 0.98
C 0.12 2.69 1.11
P -0.19 3.82 -0.42
C 0.39 2.93 -1.94
C 1.45 1.99 -1.92
C 1.91 1.44 -3.11
C 1.37 1.81 -4.33
C 0.39 2.80 -4.37
C -0.07 3.37 -3.19
C -2.06 3.68 -0.50
C -2.87 3.35 -1.61
C -4.25 3.32 -1.50
C -4.88 3.63 -0.30
C -4.10 4.00 0.79
C -2.71 4.03 0.69
N 0.12 0.29 0.42
H 1.28 -2.81 -0.34
H -0.27 -2.50 0.38
H -0.40 -1.48 -4.72
H 1.26 -1.68 -6.51
H 3.62 -2.20 -5.97
H 4.29 -2.54 -3.61
H 2.63 -2.37 -1.81
H -2.56 -2.69 -0.39
H -4.11 -4.57 -0.58
H -3.86 -6.19 -2.45
H -2.02 -5.91 -4.08
H -0.44 -4.03 -3.87
H 3.11 -1.02 0.93
H 2.86 1.59 1.73
H 0.71 3.32 1.77
H -0.85 2.55 1.59
H 1.92 1.71 -0.98
H 2.72 0.71 -3.07
H 1.73 1.36 -5.25
H 0.01 3.15 -5.32
H -0.77 4.19 -3.24
H -2.43 3.15 -2.58
H -4.85 3.05 -2.36
H -5.96 3.58 -0.20
H -4.57 4.26 1.73
H -2.12 4.36 1.54
N -3.38 -0.02 -0.59
C -4.38 -0.28 -0.05
C -5.59 -0.53 0.60
C -6.45 0.58 0.92
N -7.09 1.51 1.15
C -5.94 -1.89 0.88
N -6.16 -3.00 1.09
```


[2]
A molecular structure, C34H26BiBrN6O4. Source: the OMol25 dataset; level of theory: ωB97M-V with the def2-TZVPD basis set.

Properties
- LUMO level (eV) = -0.194
- frontier orbital gap (eV) = 7.47
- E_HOMO (eV) = -7.67

Structure (XYZ):
```
72
C34H26BiBrN6O4, DFT ωB97M-V with the def2-TZVPD basis set
Bi -0.01 -0.22 -0.36
O -0.21 -0.87 -4.63
C 0.11 -0.70 -3.46
N -0.65 -0.89 -2.35
C -2.02 -1.24 -2.41
C -2.69 -1.56 -3.59
C -4.03 -1.89 -3.59
C -4.74 -1.93 -2.41
C -4.10 -1.63 -1.22
C -2.74 -1.28 -1.19
N -2.04 -1.00 0.00
C -2.64 -0.82 1.21
O -3.84 -0.79 1.45
C -1.71 -0.63 2.39
C -2.27 -0.21 3.60
C -1.44 -0.09 4.70
C -0.10 -0.43 4.58
C 0.36 -0.84 3.34
N -0.42 -0.93 2.27
C 1.53 -0.22 -3.22
C 2.30 0.18 -4.31
C 3.62 0.55 -4.09
C 4.13 0.49 -2.79
C 3.29 0.11 -1.77
N 2.02 -0.24 -1.99
H -2.15 -1.53 -4.52
H -4.52 -2.12 -4.53
H -5.79 -2.19 -2.39
H -4.65 -1.66 -0.29
H -3.33 0.00 3.63
H -1.84 0.25 5.65
H 0.57 -0.37 5.42
H 1.40 -1.12 3.20
H 1.85 0.19 -5.29
H 4.24 0.86 -4.91
H 5.16 0.76 -2.58
H 3.62 0.07 -0.74
O -1.21 3.72 -2.66
C -2.46 3.78 -2.16
C -3.40 4.56 -2.83
C -4.69 4.68 -2.36
C -5.08 4.01 -1.20
C -4.15 3.23 -0.53
C -2.84 3.11 -0.99
C -1.89 2.22 -0.23
O -0.95 1.61 -1.05
N -1.20 3.01 0.82
N -0.19 2.43 1.44
C 0.21 2.88 2.57
C 1.43 2.43 3.21
Br 2.71 1.59 2.07
C 1.80 2.65 4.48
C 0.95 3.26 5.52
C 1.54 4.17 6.41
C 0.78 4.81 7.37
C -0.58 4.53 7.48
C -1.16 3.59 6.65
C -0.40 2.96 5.67
H -0.76 2.97 -2.22
H -3.09 5.06 -3.74
H -5.41 5.28 -2.90
H -6.09 4.09 -0.84
H -4.45 2.67 0.35
H -2.51 1.47 0.28
H -1.75 3.70 1.31
H -0.34 3.66 3.09
H 2.81 2.41 4.77
H 2.60 4.38 6.32
H 1.24 5.52 8.03
H -1.18 5.04 8.23
H -2.21 3.34 6.76
H -0.85 2.20 5.05
```


[3]
A molecular structure, C34H26Br2IrNO3P2. Source: the OMol25 dataset; level of theory: ωB97M-V with the def2-TZVPD basis set.

Properties
- LUMO level (alpha / beta) (eV) = -6.980 / -6.978
- charge = +2
- frontier orbital gap (alpha / beta) (eV) = 6.58 / 6.58
- E_HOMO (alpha / beta) (eV) = -13.56 / -13.56

Structure (XYZ):
```
69
C34H26Br2IrNO3P2, DFT ωB97M-V with the def2-TZVPD basis set
Ir 0.38 -0.22 -0.09
O 0.33 0.34 1.83
P 0.53 1.63 2.65
C 1.86 2.62 1.92
P 1.50 2.96 0.18
O 0.78 1.76 -0.43
C 0.46 4.40 0.08
C 0.99 5.64 0.42
C 0.18 6.76 0.38
C -1.15 6.64 -0.02
C -1.67 5.40 -0.37
C -0.87 4.27 -0.32
C 3.07 3.22 -0.62
C 3.18 2.86 -1.97
C 4.37 3.10 -2.64
C 5.44 3.68 -1.97
C 5.33 4.04 -0.63
C 4.14 3.80 0.04
C -0.97 2.58 2.62
C -2.12 2.05 2.05
C -3.29 2.80 2.02
C -3.30 4.08 2.55
C -2.15 4.61 3.13
C -0.99 3.87 3.18
C 0.99 1.22 4.31
C 2.15 1.70 4.92
C 2.43 1.36 6.23
C 1.56 0.54 6.94
C 0.40 0.06 6.34
C 0.11 0.40 5.03
H 2.78 2.04 1.99
H 1.99 3.55 2.47
H 2.03 5.75 0.70
H 0.58 7.73 0.64
H -1.78 7.52 -0.06
H -2.70 5.32 -0.69
H -1.27 3.31 -0.60
H 2.34 2.41 -2.49
H 4.46 2.82 -3.68
H 6.37 3.87 -2.50
H 6.16 4.49 -0.12
H 4.07 4.08 1.09
H -2.11 1.04 1.64
H -4.19 2.38 1.58
H -4.21 4.66 2.53
H -2.17 5.61 3.55
H -0.10 4.28 3.65
H 2.84 2.34 4.38
H 3.33 1.74 6.71
H 1.78 0.28 7.96
H -0.28 -0.57 6.89
H -0.80 0.04 4.56
Br -1.69 -4.58 -1.60
C 0.08 -4.17 -1.19
C 1.08 -5.17 -1.29
C 2.39 -4.90 -1.01
Br 3.67 -6.26 -1.16
C 2.79 -3.59 -0.61
C 4.09 -3.16 -0.31
C 4.31 -1.85 0.04
C 3.25 -0.95 0.11
N 2.01 -1.34 -0.16
C 1.77 -2.64 -0.52
C 0.43 -2.91 -0.80
O -0.41 -1.85 -0.67
H 0.79 -6.16 -1.60
H 4.92 -3.86 -0.37
H 5.31 -1.49 0.26
H 3.39 0.08 0.38
```